# 1
# CH3N3O2

A single CH3N3O2 molecule at a distorted geometry (wB97M-V/def2-TZVPD, OMol25).

As for the total charge: 0. The calculation puts the HOMO energy (alpha / beta) at -0.3396 / -0.3142 Ha. The electronic energy comes out at -9641.206 eV. The value obtained for the gap between HOMO and LUMO (alpha / beta) is 9.04 / 8.41 eV.

The geometry in XYZ format:
```
9
Properties=species:S:1:pos:R:3:forces:R:3:lowdin_charge:R:1
C 0.574 -1.407 0.201 -3.212 2.131 -0.418 0.08
N 1.452 -0.569 0.140 1.284 -0.727 0.131 -0.02
N -1.479 -0.329 0.322 1.820 -1.067 0.376 0.04
N 0.066 1.226 -0.452 -0.883 -1.189 -0.744 0.00
O 1.342 0.763 -0.036 -0.233 1.025 0.411 -0.11
O -0.914 0.910 0.561 0.505 0.380 -0.095 -0.23
H 0.511 -2.452 0.345 0.293 -0.720 0.193 0.06
H -1.731 -0.382 -0.667 0.330 0.311 -0.285 0.04
H 0.179 2.239 -0.416 0.097 -0.144 0.429 0.13
```
Positions in Å, forces in eV/Å.

# 2
# CH3N3S

2 unconnected molecules or ions with the total composition CH3N3S at a distorted geometry (wB97M-V/def2-TZVPD, OMol25).

As for the total charge: 0. The calculation puts the HOMO energy at -0.3675 Ha. The electronic energy comes out at -16389.243 eV. The value obtained for the gap between HOMO and LUMO is 10.49 eV. The SMILES is N#[N+][S-].C=N.

The geometry in XYZ format:
```
8
Properties=species:S:1:pos:R:3:forces:R:3:lowdin_charge:R:1
N 2.134 1.396 -0.174 0.573 -0.948 0.188 0.17
N 2.644 0.394 -0.091 -2.181 4.187 -0.428 -0.82
S 3.298 -0.959 -0.024 1.614 -3.237 0.244 0.67
C -1.321 -0.086 -0.195 0.194 -0.298 -0.733 -0.16
N -1.972 0.050 0.861 -0.482 0.311 1.020 0.02
H -1.535 -0.797 -1.003 -0.087 0.031 0.132 0.07
H -0.462 0.558 -0.339 0.228 0.101 -0.109 0.03
H -2.785 -0.556 0.965 0.141 -0.147 -0.313 0.04
```
Positions in Å, forces in eV/Å.

# 3
# CH3N4

A molecular structure, CH3N4 at a distorted geometry (wB97M-V/def2-TZVPD, OMol25).

As for the total charge: +1. The calculation puts the HOMO energy at -0.5936 Ha. The electronic energy comes out at -7032.542 eV. The value obtained for the gap between HOMO and LUMO is 9.21 eV.

The geometry in XYZ format:
```
8
Properties=species:S:1:pos:R:3:forces:R:3:lowdin_charge:R:1
C 0.332 0.177 0.166 -2.340 -0.590 -0.237 -0.22
N -0.179 1.473 0.454 -0.529 1.926 3.967 0.11
N -0.743 1.484 -0.645 0.021 0.625 -0.384 0.12
N 0.024 0.491 -1.173 0.352 -5.442 -6.575 0.01
N 0.179 -0.860 0.952 1.207 2.176 -2.869 0.34
H -0.369 -0.270 -2.329 1.217 2.555 4.599 0.36
H 0.245 -0.768 1.912 -0.089 0.878 2.612 0.13
H 0.511 -1.727 0.663 0.162 -2.129 -1.113 0.14
```
Positions in Å, forces in eV/Å.

# 4
# CH3N4S

2 unconnected molecules or ions with the total composition CH3N4S at a distorted geometry (wB97M-V/def2-TZVPD, OMol25).

As for the total charge: -1. The calculation puts the HOMO energy (alpha / beta) at -0.0786 / -0.1236 Ha. The electronic energy comes out at -17876.350 eV. The value obtained for the gap between HOMO and LUMO (alpha / beta) is 5.29 / 7.54 eV.

The geometry in XYZ format:
```
9
Properties=species:S:1:pos:R:3:forces:R:3:lowdin_charge:R:1
C -0.790 0.002 0.555 0.000 1.267 1.160 -0.37
N 1.254 0.035 -0.235 0.772 -0.013 0.134 -0.09
N -0.620 -1.128 -0.209 -0.359 -1.961 -1.037 -0.04
N 0.500 0.728 0.520 -0.737 -0.067 0.092 -0.08
N 0.621 -1.092 -0.642 -1.433 2.542 1.620 -0.83
S 1.322 -2.145 -1.644 1.181 -1.935 -1.649 0.25
H -1.644 0.623 0.290 -0.190 0.645 -1.107 0.07
H -1.187 -0.207 1.559 0.780 -0.427 0.786 0.08
H 0.544 3.185 -0.194 -0.014 -0.051 0.001 0.00
```
Positions in Å, forces in eV/Å.

# 5
# CH3N5

A single CH3N5 molecule at a distorted geometry (wB97M-V/def2-TZVPD, OMol25).

As for the total charge: 0. The calculation puts the HOMO energy at -0.3670 Ha. The electronic energy comes out at -8532.095 eV. The value obtained for the gap between HOMO and LUMO is 10.25 eV.

The geometry in XYZ format:
```
9
Properties=species:S:1:pos:R:3:forces:R:3:lowdin_charge:R:1
C 0.476 -1.073 0.945 0.264 -0.690 0.186 -0.13
N -0.435 0.837 -1.823 0.208 -1.024 -3.504 -0.04
N -0.774 1.806 -1.194 -0.612 1.797 2.348 -0.22
N -0.015 -0.223 -1.087 0.559 -0.781 2.963 -0.02
N -1.078 2.626 -0.500 -0.154 0.482 -0.248 0.26
N 0.032 0.019 0.146 -0.302 0.274 -1.864 -0.08
H 0.535 -2.008 0.381 0.001 0.058 0.101 0.07
H 1.463 -0.817 1.338 -0.027 -0.052 0.058 0.08
H -0.203 -1.168 1.793 0.063 -0.064 -0.041 0.08
```
Positions in Å, forces in eV/Å.

# 6
# CH3N5O

A single CH3N5O molecule at a distorted geometry (wB97M-V/def2-TZVPD, OMol25).

As for the total charge: 0. The calculation puts the HOMO energy at -0.3238 Ha. The electronic energy comes out at -10578.833 eV. The value obtained for the gap between HOMO and LUMO is 8.91 eV. The SMILES is O/N=c1/nn[nH][nH]1.

The geometry in XYZ format:
```
10
Properties=species:S:1:pos:R:3:forces:R:3:lowdin_charge:R:1
O -0.979 1.829 1.050 0.381 -0.572 0.597 -0.07
N 0.190 1.080 1.300 0.684 -0.312 -0.154 0.02
C 0.293 0.071 0.549 0.220 -1.656 -1.771 -0.42
N 1.516 -0.696 0.394 1.137 -0.520 -2.363 0.06
N 1.558 -1.313 -0.773 -3.534 2.272 4.097 0.05
N 0.299 -1.116 -1.337 1.742 3.533 1.622 -0.05
N -0.596 -0.509 -0.382 -0.869 1.603 -1.547 0.06
H -0.859 2.381 1.827 -0.759 0.598 -0.162 0.09
H -0.086 -1.870 -1.745 -1.289 -3.385 -1.761 0.07
H -1.335 0.144 -0.883 2.286 -1.561 1.441 0.19
```
Positions in Å, forces in eV/Å.

# 7
# CH3N5O2

A single CH3N5O2 molecule at a distorted geometry (wB97M-V/def2-TZVPD, OMol25).

As for the total charge: 0. The calculation puts the HOMO energy at -0.3263 Ha. The electronic energy comes out at -12623.556 eV. The value obtained for the gap between HOMO and LUMO is 8.30 eV. The SMILES is O/N=c1\nn[nH]n1O.

The geometry in XYZ format:
```
11
Properties=species:S:1:pos:R:3:forces:R:3:lowdin_charge:R:1
O 2.610 -0.227 -0.002 3.001 -3.210 1.969 -0.08
N 1.608 0.596 -0.216 -3.350 -1.831 -1.330 0.03
C 0.508 -0.093 -0.254 -0.535 1.054 0.649 -0.36
N 0.207 -1.382 0.328 -0.963 0.533 -1.786 0.07
N -1.078 -1.516 0.173 3.076 -2.215 2.378 0.02
N -1.599 -0.487 -0.312 -1.052 2.296 -1.658 -0.04
N -0.747 0.545 -0.626 1.428 1.465 1.700 -0.03
O -0.914 1.520 0.559 1.590 4.067 -1.577 -0.15
H 2.354 -1.200 0.324 0.081 2.877 -0.977 0.16
H -2.569 -0.308 -0.253 -0.907 0.014 -0.141 0.15
H -0.381 2.552 0.278 -2.368 -5.049 0.773 0.24
```
Positions in Å, forces in eV/Å.

# 8
# CH3NO

A single CH3NO molecule at a distorted geometry (wB97M-V/def2-TZVPD, OMol25).

As for the total charge: 0. The calculation puts the HOMO energy at -0.3636 Ha. The electronic energy comes out at -4622.466 eV. The value obtained for the gap between HOMO and LUMO is 10.78 eV. The SMILES is NC=O.

The geometry in XYZ format:
```
6
Properties=species:S:1:pos:R:3:forces:R:3:lowdin_charge:R:1
N 0.526 -0.286 -0.105 5.936 -6.729 1.274 0.09
C -0.560 0.319 0.017 -5.835 2.374 -1.162 -0.50
O -1.622 -0.332 -0.066 0.957 2.333 0.939 -0.04
H 0.583 -1.354 0.218 -0.503 3.163 -1.418 0.20
H 1.405 0.158 -0.057 0.830 0.745 0.127 0.08
H -0.332 1.495 -0.007 -1.386 -1.886 0.240 0.16
```
Positions in Å, forces in eV/Å.

# 9
# CH3NO

2 unconnected molecules or ions with the total composition CH3NO at a distorted geometry (wB97M-V/def2-TZVPD, OMol25).

As for the total charge: 0. The calculation puts the HOMO energy at -0.4080 Ha. The electronic energy comes out at -4621.968 eV. The value obtained for the gap between HOMO and LUMO is 11.73 eV. The SMILES is [H][H].N=C=O.

The geometry in XYZ format:
```
6
Properties=species:S:1:pos:R:3:forces:R:3:lowdin_charge:R:1
H 2.899 2.366 -2.398 1.097 0.379 -0.337 0.00
H 2.253 2.142 -2.200 -1.098 -0.379 0.338 0.00
N -0.872 -1.804 1.204 -1.530 5.229 -0.370 0.14
C -1.337 -0.609 1.118 1.049 -0.759 0.230 -0.30
O -1.564 0.580 1.061 0.822 -4.789 0.184 0.11
H -1.379 -2.675 1.217 -0.340 0.319 -0.045 0.06
```
Positions in Å, forces in eV/Å.

# 10
# CH3NO2

A single CH3NO2 molecule at a distorted geometry (wB97M-V/def2-TZVPD, OMol25).

As for the total charge: 0. The calculation puts the HOMO energy (alpha / beta) at -0.3702 / -0.3695 Ha. The electronic energy comes out at -6663.797 eV. The value obtained for the gap between HOMO and LUMO (alpha / beta) is 8.60 / 8.57 eV.

The geometry in XYZ format:
```
7
Properties=species:S:1:pos:R:3:forces:R:3:lowdin_charge:R:1
C -0.173 0.083 -0.039 -0.518 -0.970 4.473 -0.07
N -1.547 0.511 -0.104 -2.728 -1.177 0.575 0.04
O -3.770 0.029 -0.051 3.184 -0.993 0.525 -0.13
O -2.420 -0.394 0.148 -0.394 2.746 -0.970 -0.10
H 0.039 -0.898 0.538 -0.532 1.667 -0.481 0.13
H 0.031 -0.152 -0.992 1.278 -0.481 -3.769 0.04
H 0.405 0.957 0.333 -0.292 -0.793 -0.352 0.10
```
Positions in Å, forces in eV/Å.

# 11
# CH3NO2

A molecular structure, CH3NO2 at a distorted geometry (wB97M-V/def2-TZVPD, OMol25).

As for the total charge: 0. The calculation puts the HOMO energy at -0.3530 Ha. The electronic energy comes out at -6665.532 eV. The value obtained for the gap between HOMO and LUMO is 9.65 eV.

The geometry in XYZ format:
```
7
Properties=species:S:1:pos:R:3:forces:R:3:lowdin_charge:R:1
C 0.058 -0.204 0.641 1.767 -2.552 4.167 -0.44
N 1.239 0.200 0.471 -0.730 -0.193 -1.311 0.11
O -1.042 -0.028 -0.006 0.259 2.182 -4.630 -0.04
O -0.459 0.485 -1.380 -5.944 0.625 -1.775 -0.11
H -0.414 -0.890 1.457 1.433 0.686 -0.367 0.16
H -1.473 0.671 -2.025 4.504 -0.968 3.289 0.25
H 2.090 -0.236 0.842 -1.288 0.221 0.625 0.07
```
Positions in Å, forces in eV/Å.

# 12
# CH3NO2

A molecular structure, CH3NO2 at a distorted geometry (wB97M-V/def2-TZVPD, OMol25).

As for the total charge: 0. The calculation puts the HOMO energy (alpha / beta) at -0.3632 / -0.3633 Ha. The electronic energy comes out at -6664.179 eV. The value obtained for the gap between HOMO and LUMO (alpha / beta) is 8.50 / 8.51 eV.

The geometry in XYZ format:
```
7
Properties=species:S:1:pos:R:3:forces:R:3:lowdin_charge:R:1
C -0.323 0.562 -0.118 -1.256 1.450 -0.676 -0.03
N 0.187 -0.743 -0.011 6.377 -2.762 3.474 -0.22
O -0.252 -1.762 -0.408 -0.236 1.656 0.061 0.15
O 1.743 -0.760 0.908 -5.096 0.230 -2.978 -0.24
H 0.495 1.257 -0.308 0.048 -0.325 0.050 0.11
H -0.769 0.844 0.840 0.126 -0.244 -0.019 0.12
H -1.081 0.602 -0.904 0.036 -0.005 0.089 0.11
```
Positions in Å, forces in eV/Å.